DFT (ωB97M-V/def2-TZVPD) results for a gas-phase ion, C10H14N3 (charge +1) at a distorted geometry.

```
27
Properties=species:S:1:pos:R:3
C 2.7925 -0.6705 1.5002
C 2.1629 -1.8776 1.4393
C 1.9107 0.3559 0.9003
C 0.9222 -1.6891 0.7385
C -1.7827 -0.7714 1.6820
C -0.2223 -2.5194 0.8455
C -0.0406 1.7156 -0.5829
C -1.3885 1.9668 -1.2568
C -0.8802 -0.3243 -1.5012
C -0.0881 0.2675 -0.2770
N -1.3377 -1.8210 1.3983
N 0.8426 -0.3805 0.3812
N -1.3644 0.8190 -2.1676
H 3.8756 -0.4166 1.7260
H 2.5469 -2.7826 1.9797
H 1.5380 1.0421 1.6054
H -2.7280 -0.3252 1.9038
H -0.6330 -2.9927 -0.1179
H -0.0829 -3.3530 1.4787
H 0.7254 1.9365 -1.3357
H 0.1293 2.1475 0.3024
H -2.0902 1.9278 -0.4255
H -1.3169 2.8653 -1.8133
H -0.1483 -0.8395 -2.1190
H -1.6689 -0.9108 -1.1552
H -2.2301 0.5300 -2.7126
H 2.3111 0.9384 0.0877
```

Values from the calculation:
HOMO-LUMO gap (spin up / spin down): 6.110 / 7.091 eV
energy above the lowest of the compared OMol25 structures with the same formula, charge and spin: 5.913 eV
F_max: 4.1 eV Å⁻¹
electronic energy: -553.27948 hartree
multiplicity: 1
total charge: +1

These are the natural (NBO) partial charges, in e, on atoms 1 to 2: number 1, C, carries -0.16; number 2, C, carries -0.22

DFT (ωB97M-V/def2-TZVPD) results for 5 unconnected molecules or ions with the total composition C32H71BrN5 at a distorted geometry.

```
109
Properties=species:S:1:pos:R:3
C 4.3260 3.6226 -1.6893
C 4.4786 1.9763 -1.8952
Br 6.4067 1.6643 -2.4400
C 3.3913 1.4609 -3.0153
C 1.8914 1.8357 -2.4024
C 0.7458 2.4107 -3.4286
C -0.7178 2.8131 -2.7303
N -0.9777 2.6728 -1.2316
C 0.0697 2.1131 -0.2574
C 1.5764 1.6709 -0.8017
H 4.4460 4.2214 -2.6918
H 5.2365 3.9287 -0.9852
H 3.3265 3.9236 -1.1398
H 4.3633 1.4874 -0.8377
H 3.5319 2.1040 -3.9987
H 3.4918 0.3310 -3.3122
H 0.8817 2.5645 -4.5832
H -1.5513 3.2127 -3.4483
H -1.9016 2.9620 -0.8092
H -0.1311 1.9707 0.8994
H 2.3509 1.2719 -0.0098
C 3.4447 -4.6897 2.1286
C 3.9247 -4.1199 0.7971
N 3.4156 -2.7765 0.5076
C 3.6390 -2.3581 -0.8792
C 5.0826 -2.1868 -1.3412
C 3.6778 -1.7515 1.5194
C 5.1325 -1.4790 1.8909
H 2.3520 -4.6793 2.1936
H 3.7761 -5.7290 2.2287
H 3.8509 -4.1361 2.9809
H 3.5725 -4.8057 0.0158
H 5.0188 -4.1527 0.7705
H 3.0960 -1.4235 -1.0692
H 3.1608 -3.0949 -1.5366
H 5.5308 -1.2768 -0.9382
H 5.1107 -2.0975 -2.4328
H 5.7124 -3.0392 -1.0704
H 3.1413 -2.0271 2.4349
H 3.2108 -0.8063 1.2133
H 5.7088 -2.3976 2.0365
H 5.1718 -0.9205 2.8341
H 5.6337 -0.8674 1.1394
C -4.8849 0.8717 -8.7165
C -4.2767 2.1099 -8.0647
N -3.9704 1.9422 -6.6413
C -3.6629 3.2039 -5.9619
C -2.4118 3.9570 -6.4031
C -3.1010 0.8170 -6.2930
C -1.7178 0.7656 -6.9355
H -5.7764 0.5367 -8.1767
H -5.1833 1.1023 -9.7449
H -4.1725 0.0422 -8.7636
H -5.0126 2.9168 -8.1736
H -3.3935 2.4143 -8.6357
H -3.6048 3.0297 -4.8799
H -4.5215 3.8752 -6.0887
H -1.5016 3.4772 -6.0388
H -2.4258 4.9694 -5.9846
H -2.3459 4.0576 -7.4903
H -3.6249 -0.1126 -6.5442
H -2.9835 0.7684 -5.2026
H -1.7430 0.9862 -8.0069
H -1.2985 -0.2417 -6.8231
H -1.0225 1.4540 -6.4532
C 0.9012 3.2964 7.1309
C -0.5315 2.8659 6.8311
N -1.0258 3.3142 5.5262
C -2.4737 3.1513 5.3676
C -3.0294 1.7308 5.3745
C -0.2230 2.9335 4.3628
C 0.0226 1.4459 4.1281
H 1.0175 4.3809 7.0369
H 1.1649 3.0193 8.1574
H 1.6224 2.8087 6.4678
H -1.1625 3.3031 7.6155
H -0.6061 1.7791 6.9407
H -2.7970 3.6507 4.4453
H -2.9677 3.7095 6.1727
H -2.8145 1.2080 4.4407
H -4.1199 1.7636 5.4756
H -2.6453 1.1354 6.2078
H 0.7519 3.4286 4.4410
H -0.6662 3.3635 3.4550
H 0.2978 0.9151 5.0445
H 0.8505 1.3180 3.4200
H -0.8481 0.9569 3.6891
C -3.3781 -5.6645 1.3629
C -2.3666 -4.5269 1.4670
N -2.6976 -3.5292 2.4882
C -1.8933 -2.3080 2.3877
C -0.3921 -2.4293 2.6293
C -2.8994 -4.0344 3.8472
C -1.7500 -4.8003 4.4959
H -4.3906 -5.2813 1.2004
H -3.1245 -6.3102 0.5151
H -3.3816 -6.2923 2.2593
H -2.3455 -4.0336 0.4867
H -1.3696 -4.9514 1.6238
H -2.2986 -1.5485 3.0685
H -2.0396 -1.8875 1.3849
H -0.1621 -2.5574 3.6886
H 0.1074 -1.5095 2.3055
H 0.0563 -3.2549 2.0692
H -3.7806 -4.6865 3.8442
H -3.1856 -3.2055 4.5077
H -1.2954 -5.5298 3.8190
H -2.1234 -5.3554 5.3651
H -0.9712 -4.1286 4.8597
```

Values from the calculation:
HOMO-LUMO gap: 4.709 eV
F_max: 5.8 eV Å⁻¹
electronic energy: -4109.04925 hartree
multiplicity: 1
total charge: +1

These are the Mulliken partial charges, in e, on atoms 1 to 2: number 1, C, carries -0.94; number 2, C, carries -0.16

DFT (ωB97M-V/def2-TZVPD) results for C21H22N2O4 in the gas phase.

```
49
Properties=species:S:1:pos:R:3
C 4.5609 4.1409 -2.3227
H 5.5970 3.8846 -2.5760
O 4.4274 4.4173 -0.9513
C 4.9013 3.4029 -0.0955
C 3.9760 2.1855 0.0009
H 3.8711 1.7179 -0.9813
H 4.4261 1.4563 0.6754
C 2.5982 2.5929 0.5277
N 1.6677 1.4883 0.5454
C 1.3809 0.8039 1.6826
O 1.8433 1.1093 2.7632
C 0.4236 -0.3229 1.4798
C -0.6645 -0.1511 0.6907
N -1.5964 -1.1193 0.4698
C -1.5108 -2.3909 1.0433
O -2.3641 -3.2294 0.8301
C -0.3519 -2.5979 1.9100
C -0.2114 -3.8456 2.5244
C 0.8506 -4.0950 3.3617
C 1.7913 -3.0955 3.6012
C 1.6717 -1.8617 3.0039
C 0.5974 -1.5870 2.1488
H 2.3928 -1.0858 3.2045
H 2.6226 -3.2908 4.2627
H 0.9551 -5.0596 3.8353
H -0.9603 -4.5959 2.3202
C -2.7308 -0.7960 -0.3242
C -3.0785 -1.6020 -1.3911
C -4.1938 -1.2895 -2.1701
C -4.9439 -0.1577 -1.8672
C -4.5798 0.6421 -0.7963
C -3.4811 0.3357 -0.0190
H -3.2151 0.9513 0.8268
H -5.1714 1.5149 -0.5639
H -5.8116 0.1078 -2.4494
O -4.4455 -2.1389 -3.1982
C -5.5796 -1.9126 -4.0003
H -6.5012 -1.9438 -3.4108
H -5.5157 -0.9549 -4.5273
H -5.5911 -2.7224 -4.7279
H -2.5110 -2.4858 -1.6294
H -0.8613 0.7885 0.1925
H 1.3681 1.1175 -0.3418
H 2.1937 3.3985 -0.0916
H 2.6869 2.9452 1.5575
H 4.9805 3.8765 0.8862
H 5.9034 3.0788 -0.4143
H 3.9067 3.3240 -2.6481
H 4.2768 5.0515 -2.8468
```

Values from the calculation:
HOMO-LUMO gap: 8.680 eV
energy above the lowest of the compared OMol25 structures with the same formula, charge and spin: 1.760 eV
F_max: 1.0 eV Å⁻¹
electronic energy: -1223.92365 hartree
multiplicity: 1
total charge: 0

These are the natural (NBO) partial charges, in e, on atoms 1 to 2: number 1, C, carries -0.25; number 2, H, carries 0.17

DFT (ωB97M-V/def2-TZVPD) results for C6H4N2OS in the gas phase at a distorted geometry.

```
14
Properties=species:S:1:pos:R:3
C -2.4265 -0.0387 -0.0026
C -0.2735 -0.7207 0.0036
C 1.9500 -0.7420 -0.0014
C 2.0109 0.6382 -0.0044
C 0.8286 1.4094 0.0014
C -0.3235 0.6869 -0.0001
H -1.9481 -2.0452 0.0192
H 2.8515 -1.3253 0.0048
H 2.9856 1.1393 -0.0049
H 0.8261 2.4703 -0.0043
N -1.6078 -1.1114 -0.0032
N 0.8101 -1.4559 -0.0054
O -1.6277 1.0793 -0.0001
S -4.0559 0.0157 -0.0025
```

Values from the calculation:
HOMO-LUMO gap: 8.789 eV
energy above the lowest of the compared OMol25 structures with the same formula, charge and spin: 0.000 eV
F_max: 1.1 eV Å⁻¹
electronic energy: -813.99498 hartree
multiplicity: 1
total charge: 0

These are the natural (NBO) partial charges, in e, on atoms 1 to 2: number 1, C, carries 0.35; number 2, C, carries 0.31